# 1
This record from OMol25 describes a structure of composition C27H36N5O11P2W. The level of theory is the ωB97M-V functional and the def2-TZVPD basis.

The value obtained for the relative energy (zero: lowest compared OMol25 entry of this formula, charge and spin) is 4.679 eV. Its net charge is +3. As for the orbital gap: 0.2652 hartree.

Each line ends with the Mulliken charge.
CARTESIAN COORDINATES (ANGSTROEM)
W: 0.543 0.168 0.696  3.484
P: 2.134 2.916 -2.354  -0.092
P: 1.809 3.350 0.612  0.321
O: 2.157 -0.536 0.309  -0.763
O: 3.189 3.093 1.312  -0.416
O: 0.902 4.322 1.188  -0.584
O: 0.159 -1.206 -0.772  -0.393
O: -0.868 0.739 -0.519  -0.820
O: 1.309 0.304 2.512  -0.564
O: -0.786 3.042 -0.799  -0.513
O: 1.230 1.898 0.491  0.034
O: 1.473 1.599 -2.231  0.022
O: 3.470 -0.123 2.212  -0.612
O: 2.242 3.639 -0.926  -0.143
N: 2.089 -1.753 5.010  -0.446
N: -0.979 1.549 1.956  -0.404
N: -0.517 -1.368 1.722  0.053
N: -2.287 -0.159 -3.733  0.043
N: 0.682 -1.147 -3.407  0.464
C: -2.450 0.303 -2.545  -0.260
C: 0.564 -3.166 0.469  -0.323
C: -4.618 4.725 -1.923  -1.637
C: -2.362 1.672 -2.074  -0.740
C: 2.554 0.226 2.954  0.595
C: -1.000 1.361 3.428  -1.136
C: 1.438 -4.402 -1.863  -1.141
C: 0.680 -0.502 -4.739  -0.841
C: 0.950 -2.397 -3.195  0.081
C: -0.226 0.730 -4.813  -0.150
C: 1.002 -3.069 -1.923  0.407
C: -0.169 -2.613 1.580  -0.050
C: 0.999 -4.496 0.469  -0.673
C: 0.602 -2.435 -0.727  1.142
C: 1.479 -5.123 -0.677  -0.006
C: -1.495 1.866 -0.896  1.384
C: -1.740 0.537 -4.916  -0.959
C: -1.120 -0.111 3.845  -0.050
C: -1.905 2.913 0.111  1.088
C: 1.992 -6.534 -0.628  -1.607
C: -1.551 -1.067 2.751  -1.134
C: -3.267 2.634 -2.371  -0.100
C: -3.573 3.742 -1.484  0.287
C: 3.166 -0.762 5.125  -0.926
C: 2.780 0.533 4.397  -0.503
C: -1.657 2.546 1.532  -0.755
C: -3.029 3.777 -0.246  -1.453
H: 1.140 -2.999 -4.081  0.523
H: -5.532 4.225 -2.248  0.404
H: -2.027 -0.058 -5.781  0.510
H: 0.599 -0.531 -2.596  -0.382
H: -4.869 5.415 -1.121  0.405
H: -3.933 2.498 -3.219  0.561
H: 3.594 1.255 4.482  0.464
H: 0.423 -1.256 -5.485  0.528
H: 2.472 -2.681 5.149  0.238
H: 2.936 -0.362 1.095  0.366
H: 1.877 0.980 4.814  0.143
H: 1.701 -0.174 -4.937  0.355
H: -1.888 -0.182 4.617  0.632
H: 1.316 -7.178 -0.065  0.394
H: 0.952 -5.060 1.395  0.578
H: -2.216 3.144 2.252  0.549
H: 4.059 -1.167 4.650  0.409
H: 3.582 3.876 1.728  0.353
H: -4.249 5.313 -2.766  0.367
H: 2.966 -6.571 -0.140  0.349
H: -0.007 1.383 -3.969  -0.050
H: 2.103 -6.952 -1.627  0.391
H: -2.474 -1.149 -3.853  0.416
H: -1.833 1.932 3.836  0.936
H: 1.428 -1.625 5.770  0.231
H: -0.536 -3.322 2.320  0.596
H: -2.671 -0.447 -1.789  0.634
H: 1.760 -4.889 -2.778  0.470
H: -2.217 1.509 -5.009  0.336
H: 3.428 -0.521 6.156  0.420
H: -3.409 4.473 0.492  0.427
H: -1.846 -2.018 3.194  0.771
H: -2.413 -0.680 2.203  0.248
H: 0.068 1.281 -5.708  0.490
H: -0.192 -0.474 4.281  -0.438
H: -0.083 1.796 3.820  0.166

***

# 2
This record from OMol25 describes a cluster of 13 separate species, C27H37Cl26FO2 in total. The level of theory is the ωB97M-V functional and the def2-TZVPD basis.

Its net charge is 0. As for the orbital gap: 0.3127 hartree.

Each line ends with the Mulliken charge.
CARTESIAN COORDINATES (ANGSTROEM)
Cl: 5.086 -6.052 -4.074  -0.165
Cl: -3.747 4.265 -5.386  -0.161
Cl: -4.249 -5.773 1.168  -0.181
Cl: 4.014 0.083 3.150  -0.128
Cl: 3.430 -2.015 5.111  -0.168
Cl: 3.826 -4.321 -6.059  -0.173
Cl: -6.625 -2.519 1.507  -0.149
Cl: 5.263 -0.344 -7.943  -0.165
Cl: -5.332 3.598 -9.222  -0.170
Cl: -1.334 -5.326 6.826  -0.144
Cl: 0.123 -5.048 -4.233  -0.156
Cl: -0.333 -1.478 8.582  -0.124
Cl: 2.451 1.839 6.663  -0.238
Cl: -0.810 -6.564 -1.911  -0.171
Cl: -1.349 2.724 1.426  -0.106
Cl: -2.603 2.885 -2.726  -0.074
Cl: -1.667 0.986 9.434  -0.150
Cl: -1.579 -7.895 5.452  -0.162
Cl: 6.030 3.361 2.266  -0.070
Cl: -4.121 -1.496 2.608  -0.129
Cl: -5.179 6.278 -8.075  -0.131
Cl: -1.748 -4.749 2.269  -0.209
Cl: 4.152 0.371 -5.336  -0.119
Cl: 6.722 5.435 0.327  -0.151
Cl: -6.540 3.411 -5.455  -0.147
Cl: -0.331 1.791 5.765  -0.124
F: -3.119 -0.057 -0.487  -0.344
O: 0.947 1.662 -1.953  -0.514
O: -1.187 -2.293 -0.788  -0.543
C: 0.883 1.020 6.790  0.063
C: -1.146 -5.224 -3.014  0.298
C: 0.842 -1.758 1.360  -1.055
C: 1.032 0.278 0.021  -0.125
C: -1.802 -0.769 9.269  -0.256
C: -5.347 -1.310 1.346  -0.210
C: -0.909 -1.189 -0.410  0.328
C: 0.350 1.115 -1.074  0.043
C: 3.418 1.275 -0.247  -0.826
C: 3.798 2.772 0.015  0.142
C: 3.669 3.666 -1.256  -1.345
C: 2.300 0.746 0.705  0.113
C: 6.699 4.980 2.036  -0.351
C: -5.914 5.266 -9.320  -0.263
C: -1.182 1.150 -0.962  -0.309
C: -1.925 2.445 -1.176  -0.566
C: -2.128 -6.217 5.518  0.452
C: 0.389 -0.850 0.327  1.172
C: 4.028 -0.367 4.863  0.519
C: -1.804 0.036 -0.643  1.297
C: -2.059 3.235 -0.118  0.184
C: -2.800 4.549 -0.094  -1.334
C: 3.962 -0.630 -6.780  0.298
C: -4.879 3.013 -5.910  0.120
C: -2.971 -4.562 1.007  1.051
C: 1.023 -2.272 2.432  -0.341
C: 3.649 -5.773 -5.061  -0.028
H: -2.495 -4.678 0.039  -0.245
H: 4.331 0.705 0.006  0.413
H: 2.815 3.375 -1.883  0.363
H: -3.410 -3.573 1.087  -0.521
H: 4.845 2.853 0.357  -0.192
H: 5.046 -0.308 5.235  0.359
H: -4.826 2.922 -6.992  -0.098
H: -5.660 5.667 -10.295  0.307
H: -1.206 -4.304 -2.439  -0.270
H: -1.971 -1.200 10.249  0.303
H: -4.602 2.073 -5.443  0.283
H: 1.160 -2.706 3.401  0.492
H: -6.990 5.269 -9.185  0.263
H: -2.324 5.300 0.549  0.361
H: -5.785 -0.321 1.426  0.377
H: -2.637 -0.995 8.614  0.267
H: 3.014 -0.390 -7.250  0.276
H: 3.496 -6.628 -5.710  0.317
H: -3.790 4.345 0.360  0.312
H: 4.607 3.696 -1.830  0.301
H: -1.894 -5.734 4.576  -0.339
H: 3.384 0.322 5.407  -0.582
H: 3.980 -1.673 -6.486  -0.239
H: 2.680 -0.010 1.415  -0.024
H: 3.186 3.224 0.813  0.445
H: 3.475 4.697 -0.915  0.294
H: 2.792 -5.646 -4.407  -0.008
H: 0.551 1.059 7.819  0.132
H: 6.086 5.692 2.579  0.270
H: 1.998 1.604 1.339  0.432
H: -3.199 -6.205 5.686  0.261
H: -2.090 -5.411 -3.515  0.323
H: 7.714 4.997 2.417  0.320
H: 3.229 1.106 -1.313  0.618
H: -4.873 -1.427 0.378  0.125
H: -3.011 4.930 -1.099  0.382
H: 1.002 -0.012 6.477  0.119

***

Which E_LUMO belongs to each record? In order, -0.3426, -0.0358 Ha.
Which molar mass belongs to each record? In order, 852.40, 1334.37 g/mol.